67
Properties=species:S:1:pos:R:3:mulliken_charge:R:1 method="wB97M-V/def2-TZVPD" e_lumo_ev="4.7 / 4.7" total_charge=-2 s_squared=2.0536 spin_multiplicity=3 orbital_gap_ha="0.1494 / 0.2513"
Ti 0.13011 -0.40109 -0.97645 -0.12
C -4.16723 1.67215 0.04237 -0.78
O -4.15406 0.75609 -1.04596 -0.54
C -3.48347 1.28460 -2.13790 0.42
C -4.16286 2.06398 -3.06875 -0.58
C -3.47010 2.58804 -4.16129 -0.53
C -2.11835 2.34493 -4.30197 -1.13
C -1.40581 1.56616 -3.36293 0.92
C -0.00839 1.38664 -3.47920 -0.93
N 0.73575 0.69503 -2.60581 0.75
N 2.08574 0.69790 -2.87518 -1.05
C 2.67765 -0.03624 -1.98508 0.22
O 1.98136 -0.64768 -1.06886 0.40
C 4.14388 -0.18073 -1.96459 0.30
C 4.94238 0.30734 -3.00041 -0.65
C 6.31765 0.16337 -2.94865 -0.53
C 6.91847 -0.46604 -1.86291 -0.38
C 6.12689 -0.94577 -0.82740 -0.71
C 4.74824 -0.80665 -0.87404 -0.33
C -2.13133 1.00512 -2.27742 0.33
O -1.51151 0.23361 -1.40478 0.12
H -4.61821 1.14929 0.88644 0.14
H -4.77545 2.55084 -0.20098 0.44
H -3.14716 1.98769 0.29629 0.35
H -5.22148 2.24416 -2.92288 0.44
H -3.99352 3.18947 -4.89574 0.35
H -1.57121 2.76962 -5.13687 0.35
H 0.51892 1.86355 -4.30292 0.20
H 4.45974 0.79846 -3.83396 0.45
H 6.92938 0.54402 -3.75979 0.35
H 7.99623 -0.57617 -1.82392 0.35
H 6.58619 -1.42718 0.02700 0.39
H 4.11647 -1.15576 -0.06904 0.45
O 1.41991 -2.77664 0.50820 -0.29
C 0.61472 -3.36728 1.46898 -0.83
C -0.65508 -2.60734 1.77299 0.62
C -1.35397 -2.91994 2.93746 -0.96
C -2.51536 -2.23514 3.23930 -0.53
C -2.95994 -1.26804 2.35010 -0.69
C -2.21284 -1.02908 1.21149 -0.22
N -1.07749 -1.67869 0.92603 0.54
H 1.74887 -1.92523 0.90869 -0.08
H 1.14301 -3.49081 2.42707 0.34
H 0.33665 -4.36944 1.11694 0.31
H -0.95293 -3.66897 3.60878 0.43
H -3.05003 -2.43234 4.16126 0.37
H -3.84650 -0.68044 2.54129 0.39
H -2.52547 -0.29174 0.48337 0.23
O 1.90344 -0.76443 1.91967 -0.78
C 0.99046 0.10486 1.95465 -0.06
N 0.40277 0.68171 0.83712 0.77
C -0.55150 1.62435 1.25223 -0.35
O -1.20571 2.36091 0.49243 -0.84
C -0.61526 1.57248 2.69957 0.64
C -1.43127 2.21960 3.62790 -0.44
C -1.29182 1.91775 4.96749 -0.50
C -0.31658 0.97332 5.40112 -0.50
C 0.50236 0.33992 4.49241 -0.44
C 0.35565 0.63114 3.13168 0.12
H -2.17307 2.93420 3.29132 0.41
H -1.92762 2.40288 5.70097 0.37
H -0.22312 0.75311 6.45921 0.36
H 1.24116 -0.38501 4.81561 0.41
C -0.25759 -2.22920 -2.03871 -0.98
H 0.58650 -2.91991 -1.97698 0.26
H -0.42030 -1.95427 -3.08957 0.24
H -1.15696 -2.74106 -1.67653 0.25